Formula: C36H101N7O15
Source: the Open Molecules 2025 dataset
Level of theory: the ωB97M-V functional and the def2-TZVPD basis

The geometry in XYZ format:
```
159
Properties=species:S:1:pos:R:3:forces:R:3:lowdin_charge:R:1
C -4.082 3.516 4.184 0.94 -0.35 -0.64 -0.06
O -3.055 2.551 4.532 -1.40 -0.27 -0.39 -0.24
C -1.773 3.093 4.642 -0.37 0.55 0.02 -0.21
C -1.163 3.370 3.254 1.66 -1.67 -0.18 -0.36
C -0.527 2.025 2.615 -1.05 1.38 1.36 -0.02
N -0.123 4.336 3.547 1.31 -0.20 -0.53 0.04
H -4.994 2.921 4.075 0.13 0.43 -0.11 0.10
H -3.840 4.111 3.253 -0.28 -0.94 0.74 0.10
H -4.147 4.218 4.997 -0.32 0.35 0.48 0.07
H -1.827 4.039 5.232 0.07 -0.32 -0.49 0.12
H -1.192 2.403 5.290 0.02 0.26 -0.80 0.14
H -1.853 3.674 2.449 -0.33 0.17 0.76 0.12
H -1.312 1.296 2.620 -0.50 -0.58 0.33 0.03
H 0.342 1.599 3.109 0.08 0.32 0.30 0.06
H -0.317 2.105 1.579 0.51 0.68 -1.07 0.05
H 0.673 4.203 2.932 -0.12 0.17 0.06 0.04
H -0.381 5.307 3.495 -0.38 0.15 -0.07 0.08
C -5.182 4.624 -3.576 2.05 0.31 0.45 -0.09
O -5.029 3.502 -2.744 -0.96 -0.02 -0.15 -0.20
C -4.434 3.803 -1.513 0.90 -0.88 -0.27 -0.22
C -4.358 2.510 -0.758 -1.19 -1.15 1.49 -0.43
C -5.698 1.960 -0.287 -1.16 1.34 0.66 -0.04
N -3.560 2.607 0.463 1.55 -0.15 -0.07 0.07
H -5.763 5.395 -3.098 -0.57 0.32 0.13 0.08
H -5.590 4.323 -4.523 -0.24 -0.17 -0.29 0.08
H -4.151 5.051 -3.723 -0.79 -0.12 -0.28 0.10
H -3.424 4.163 -1.689 0.53 0.18 -0.07 0.12
H -4.912 4.547 -0.936 -1.09 1.07 0.53 0.12
H -4.093 1.777 -1.502 1.01 -0.49 -0.07 0.10
H -6.425 2.012 -1.070 -0.45 -0.10 -0.72 0.07
H -6.178 2.498 0.571 0.75 -0.06 -0.53 0.10
H -5.654 0.938 0.029 0.32 -0.69 0.07 0.05
H -2.570 2.714 0.225 -0.18 0.18 -0.04 0.06
H -3.566 1.762 1.069 -0.55 0.67 -0.76 0.05
C 4.331 -7.850 1.950 0.40 0.52 1.53 -0.13
O 4.273 -6.441 2.064 -1.16 1.25 -0.52 -0.20
C 2.954 -5.928 1.592 2.16 -0.03 -0.47 -0.15
C 2.761 -4.413 1.852 -0.50 -0.62 -1.94 -0.37
C 1.237 -4.184 1.742 0.52 2.16 0.42 -0.04
N 3.432 -3.395 0.993 0.37 -0.62 -1.11 0.04
H 3.557 -8.190 2.641 0.22 -0.87 0.05 0.08
H 5.354 -8.259 2.200 -1.14 0.74 -0.03 0.11
H 4.085 -8.151 0.971 -0.32 -0.54 -1.41 0.06
H 2.873 -6.197 0.543 0.18 0.37 -0.62 0.12
H 2.124 -6.473 1.996 -0.32 -0.45 1.11 0.11
H 3.171 -4.246 2.789 0.38 0.38 2.16 0.10
H 1.002 -3.070 1.732 0.36 -1.29 0.13 0.07
H 0.611 -4.648 2.500 0.24 -0.18 0.14 0.09
H 0.952 -4.538 0.781 -0.54 -0.45 -0.88 0.05
H 4.462 -3.475 0.924 -0.82 -0.18 0.54 0.09
H 3.136 -3.452 -0.001 -0.16 -0.10 0.82 0.07
C 1.677 -4.844 -2.897 1.00 1.00 1.51 -0.04
O 2.256 -3.647 -2.301 -0.11 -1.04 -0.33 -0.22
C 3.344 -3.098 -3.031 -0.17 -1.03 0.93 -0.24
C 2.906 -2.178 -4.117 -1.09 0.95 -0.25 -0.43
C 4.176 -1.581 -4.743 -0.09 -0.40 -0.27 -0.05
N 2.056 -1.006 -3.706 0.58 -0.80 0.60 0.05
H 0.978 -5.178 -2.164 -0.79 -0.22 0.25 0.06
H 2.413 -5.650 -2.947 0.21 0.19 -0.56 0.09
H 1.190 -4.583 -3.809 -0.24 -0.20 -0.84 0.08
H 3.895 -2.565 -2.284 0.49 0.64 0.51 0.09
H 4.048 -3.893 -3.384 -0.61 0.33 -0.10 0.14
H 2.221 -2.772 -4.734 0.56 0.19 -0.67 0.13
H 5.010 -1.737 -3.987 -0.65 0.34 -1.27 0.08
H 3.933 -0.504 -4.860 0.67 -0.64 -0.22 0.08
H 4.399 -2.064 -5.734 0.13 0.62 1.02 0.09
H 2.633 -0.482 -3.031 -0.77 -0.03 -0.09 0.06
H 1.176 -1.308 -3.255 0.85 0.14 -0.05 0.06
C 1.725 3.803 -1.674 -0.95 -0.11 0.38 -0.07
O 2.385 3.594 -0.421 0.33 -0.42 -0.78 -0.21
C 2.131 4.609 0.508 -0.23 0.39 0.34 -0.23
C 2.835 5.961 0.247 0.14 -1.30 -1.52 -0.48
C 4.357 5.873 0.315 -0.03 -0.39 -0.35 -0.05
N 2.303 6.896 1.151 -0.53 0.87 1.87 0.03
H 1.979 4.793 -2.070 -0.05 -0.23 -0.17 0.08
H 0.608 3.761 -1.504 0.97 0.06 -0.24 0.09
H 2.000 3.015 -2.400 0.07 0.36 0.61 0.10
H 1.060 4.818 0.578 -0.22 0.08 -0.25 0.11
H 2.380 4.204 1.495 0.43 0.06 -0.04 0.12
H 2.490 6.277 -0.768 0.53 -0.16 0.56 0.14
H 4.710 5.262 -0.525 0.25 0.08 0.29 0.08
H 4.691 5.431 1.270 -0.19 0.00 -0.32 0.09
H 4.803 6.870 0.260 -0.05 -0.09 -0.18 0.07
H 2.579 7.824 0.876 -0.02 0.37 0.05 0.08
H 2.736 6.733 2.067 -0.35 0.24 -0.24 0.09
C -2.653 2.711 -7.027 0.59 -0.05 0.14 -0.10
O -2.596 2.597 -5.616 0.02 1.02 -0.03 -0.19
C -2.532 1.308 -5.076 -2.55 0.99 0.42 -0.22
C -2.624 1.394 -3.577 -1.36 0.46 0.50 -0.43
C -1.509 2.214 -2.990 1.83 -0.47 -0.13 -0.06
N -2.654 0.059 -2.938 -0.19 -0.10 -0.73 0.08
H -2.754 3.794 -7.275 0.29 -0.82 0.25 0.09
H -3.543 2.205 -7.445 0.41 -0.09 0.11 0.09
H -1.692 2.288 -7.431 -0.95 0.39 -0.17 0.10
H -3.421 0.767 -5.422 0.25 -0.46 -0.17 0.14
H -1.651 0.814 -5.245 2.46 -1.40 -1.32 0.10
H -3.569 1.901 -3.393 -0.12 -0.15 0.25 0.11
H -1.308 2.008 -1.938 -0.42 0.04 0.07 0.05
H -1.448 3.283 -3.137 -0.87 0.28 -0.19 0.08
H -0.596 1.887 -3.509 0.22 -0.16 0.17 0.09
H -1.714 -0.309 -2.941 0.45 -0.12 0.14 0.05
H -3.157 -0.630 -3.520 -0.01 0.67 0.37 0.09
C -1.014 -2.215 5.679 -0.26 -0.30 0.39 -0.11
O 0.245 -2.149 5.068 0.44 0.76 0.20 -0.20
C 0.396 -1.228 4.002 0.90 -1.22 -1.50 -0.20
C 1.964 -1.179 3.787 -0.71 -0.62 -0.71 -0.40
C 2.475 -0.163 4.770 1.12 0.67 0.13 -0.08
N 2.357 -0.801 2.401 0.64 0.82 -0.03 0.04
H -0.898 -2.555 6.740 0.00 0.43 -0.90 0.10
H -1.587 -2.984 5.152 -0.44 0.14 0.07 0.08
H -1.538 -1.243 5.642 0.10 -0.33 0.13 0.08
H -0.137 -1.622 3.061 0.64 0.61 1.12 0.12
H 0.074 -0.196 4.210 -0.37 -0.43 0.26 0.09
H 2.339 -2.196 4.012 -0.20 0.45 -0.03 0.14
H 2.158 -0.415 5.796 -0.04 0.31 -0.45 0.09
H 2.061 0.823 4.425 0.48 -0.60 0.69 0.08
H 3.603 -0.111 4.773 -1.12 0.01 -0.06 0.10
H 3.094 -0.076 2.437 -0.72 -0.35 0.24 0.08
H 2.833 -1.549 1.879 -0.44 -0.40 0.38 0.03
O -0.952 -5.206 -0.856 -0.74 -1.53 0.88 -0.07
C -2.156 -5.058 -0.097 1.39 -0.49 0.97 -0.25
C -3.339 -5.174 -0.938 -1.30 -0.75 -0.55 -0.25
O -3.433 -6.509 -1.430 -0.87 0.01 0.18 -0.05
H -0.661 -4.363 -1.133 0.40 2.02 -0.57 0.00
H -2.158 -5.898 0.617 -0.03 0.24 -0.19 0.13
H -2.234 -4.148 0.499 0.46 0.35 -0.09 0.10
H -3.383 -4.390 -1.709 0.02 -0.30 -0.03 0.13
H -4.223 -5.099 -0.305 -0.12 0.39 0.00 0.12
H -2.910 -6.655 -2.204 0.68 0.18 -0.58 0.07
O -3.945 0.613 2.595 0.18 -0.79 0.15 -0.10
C -3.288 -0.642 2.825 -0.23 0.37 -1.84 -0.21
C -4.078 -1.751 2.138 0.86 -0.28 -0.72 -0.22
O -4.249 -1.563 0.725 -0.09 1.76 0.76 -0.08
H -3.559 1.161 3.287 -0.13 0.91 0.23 0.04
H -2.227 -0.535 2.501 -0.61 -0.57 -0.19 0.10
H -3.271 -0.836 3.853 0.00 -0.44 1.75 0.09
H -5.056 -1.917 2.558 -0.44 0.31 0.63 0.12
H -3.534 -2.682 2.273 0.18 -0.20 -0.06 0.11
H -4.548 -0.614 0.693 0.34 -1.29 -0.48 0.07
O 4.359 1.581 -1.712 0.46 -0.56 -0.08 -0.09
C 5.711 1.073 -1.538 -0.80 0.51 0.18 -0.21
C 5.697 -0.408 -1.221 -1.11 0.20 1.12 -0.22
O 5.129 -0.757 0.071 -0.19 0.53 -0.18 -0.09
H 4.017 2.065 -0.950 0.24 -0.05 0.07 0.06
H 6.158 1.151 -2.531 0.29 0.29 0.11 0.12
H 6.227 1.699 -0.797 0.14 -0.31 -0.23 0.12
H 6.666 -0.906 -1.298 0.06 0.34 0.31 0.13
H 5.085 -0.823 -1.997 -0.45 -0.46 -0.48 0.06
H 4.226 -0.376 0.225 1.21 -0.38 -0.87 0.08
O -0.388 -2.422 -1.381 0.25 0.53 0.55 -0.10
C -1.063 -1.564 -0.404 1.36 -0.61 -1.48 -0.19
C -0.336 -0.256 -0.314 -0.54 0.14 -2.43 -0.27
O 1.023 -0.379 -0.182 1.65 -0.22 -0.73 -0.05
H 0.568 -2.319 -1.187 -0.38 -0.14 -0.24 0.07
H -2.014 -1.354 -0.802 -1.39 0.01 -0.28 0.08
H -1.146 -2.126 0.494 -0.02 -0.26 1.18 0.09
H -0.756 0.342 0.420 -0.99 1.17 1.77 0.07
H -0.563 0.305 -1.286 0.58 -0.82 1.16 0.11
H 1.369 -0.367 0.720 -0.31 -0.13 0.69 0.04
```
Forces are in eV/Å.

- SMILES = COC[C@H](C)N.COC[C@H](C)N.COC[C@H](C)N.COC[C@H](C)N.COC[C@H](C)N.COC[C@H](C)N.COC[C@H](C)N.OCCO.OCCO.OCCO.OCCO
- total charge = 0
- E_HOMO (eV) = -9.05
- ΔE to the lowest compared entry with this formula, charge and spin (kcal/mol) = 64.6
- spin multiplicity = 1

Formula: C15H24N2O3S
Source: the Open Molecules 2025 dataset
Level of theory: the ωB97M-V functional and the def2-TZVPD basis

The geometry in XYZ format:
```
45
Properties=species:S:1:pos:R:3:forces:R:3:lowdin_charge:R:1
C 3.475 4.463 1.556 -0.26 -0.01 0.03 -0.11
C 2.060 3.930 1.743 0.12 -0.12 0.08 -0.27
C 1.941 2.438 1.435 -0.01 0.21 -0.21 -0.20
C 2.044 2.122 -0.054 0.08 -0.15 0.21 -0.24
N 0.985 2.794 -0.788 -0.25 -0.09 0.10 -0.07
C 0.915 2.450 -2.186 0.02 0.16 -0.12 -0.13
C 0.565 1.005 -2.531 0.12 0.27 0.16 -0.46
O 0.878 0.461 -3.572 0.15 0.30 -0.14 -0.01
N -0.161 0.350 -1.586 -0.15 0.22 0.34 0.10
C -0.545 -0.953 -1.737 -0.08 -0.25 -0.02 -0.43
S -0.178 -1.836 -3.158 -0.41 -0.66 0.37 1.18
C -0.979 -3.245 -2.499 0.05 0.42 0.19 -0.52
C -1.026 -4.492 -3.313 -0.03 -0.02 0.06 -0.11
C -1.490 -3.029 -1.257 0.08 -0.07 -0.23 -0.27
C -2.221 -4.062 -0.466 0.02 -0.03 -0.07 -0.03
C -1.244 -1.692 -0.797 0.24 0.17 -0.36 -0.11
C -1.617 -1.082 0.468 0.11 0.26 -0.11 -0.41
O -1.345 0.077 0.762 -0.10 -0.04 0.23 0.06
O -2.293 -1.887 1.291 0.08 -0.18 -0.25 -0.01
C -2.670 -1.353 2.557 -0.05 0.39 0.54 -0.21
C -1.530 -1.439 3.562 -0.16 -0.03 -0.38 -0.06
H 4.179 3.907 2.172 0.12 -0.04 0.05 0.07
H 3.786 4.382 0.518 0.12 0.02 -0.12 0.06
H 3.524 5.511 1.842 0.09 0.10 -0.01 0.07
H 1.377 4.478 1.093 -0.07 0.06 0.09 0.10
H 1.753 4.099 2.778 -0.07 0.04 -0.02 0.10
H 0.975 2.073 1.797 -0.01 -0.12 0.04 0.10
H 2.723 1.890 1.966 -0.03 -0.07 0.05 0.11
H 2.023 1.026 -0.185 0.05 0.12 -0.02 0.12
H 2.996 2.480 -0.455 0.03 -0.07 0.00 0.11
H 0.093 2.650 -0.324 0.05 0.16 -0.01 0.11
H 0.162 3.086 -2.664 0.10 -0.09 -0.08 0.13
H 1.879 2.675 -2.654 -0.14 -0.08 -0.06 0.13
H -0.446 0.755 -0.689 0.19 -0.09 -0.33 0.11
H -0.524 -4.329 -4.263 0.01 -0.13 -0.13 0.06
H -0.529 -5.313 -2.797 0.03 -0.08 -0.06 0.08
H -2.055 -4.788 -3.513 -0.01 -0.06 -0.08 0.08
H -1.712 -4.244 0.479 -0.05 -0.10 0.07 0.09
H -3.228 -3.718 -0.236 -0.07 -0.09 0.06 0.09
H -2.282 -4.994 -1.020 -0.03 -0.10 -0.02 0.07
H -2.981 -0.311 2.428 -0.04 -0.22 0.03 0.12
H -3.521 -1.959 2.876 0.08 0.09 -0.07 0.13
H -0.696 -0.824 3.233 0.06 0.04 0.03 0.07
H -1.869 -1.083 4.530 -0.02 0.03 0.13 0.08
H -1.192 -2.468 3.660 0.03 -0.08 0.06 0.08
```
Forces are in eV/Å.

- SMILES = CCCCNCC(=O)Nc1sc(C)c(C)c1C(=O)OCC
- total charge = 0
- E_HOMO (eV) = -7.93
- ΔE to the lowest compared entry with this formula, charge and spin (kcal/mol) = 0.0
- spin multiplicity = 1